{
  "formula": "C55H95F5O20P3S",
  "method": "the ωB97M-V functional and the def2-TZVPD basis",
  "largest_force_ev_per_a": 7.4,
  "spin_multiplicity": 1,
  "gap_ev": 2.90,
  "charge": -1,
  "species": ["C", "C", "C", "C", "C", "C", "C", "C", "C", "C", "C", "C", "P", "C", "C", "C", "S", "C", "C", "C", "C", "O", "O", "P", "C", "C", "P", "O", "O", "C", "F", "F", "C", "F", "F", "F", "H", "H", "H", "H", "H", "H", "H", "H", "H", "H", "H", "H", "H", "H", "H", "H", "H", "H", "H", "H", "H", "H", "H", "H", "H", "H", "H", "H", "H", "H", "H", "H", "H", "H", "H", "H", "H", "H", "H", "H", "H", "H", "H", "H", "H", "H", "H", "O", "C", "O", "C", "C", "C", "H", "H", "H", "H", "H", "H", "O", "C", "O", "C", "C", "C", "H", "H", "H", "H", "H", "H", "O", "C", "O", "C", "C", "C", "H", "H", "H", "H", "H", "H", "O", "C", "O", "C", "C", "C", "H", "H", "H", "H", "H", "H", "O", "C", "O", "C", "C", "C", "H", "H", "H", "H", "H", "H", "O", "C", "O", "C", "C", "C", "H", "H", "H", "H", "H", "H", "O", "C", "O", "C", "C", "C", "H", "H", "H", "H", "H", "H", "O", "C", "O", "C", "C", "C", "H", "H", "H", "H", "H", "H"],
  "xyz": [[1.4539, -1.2394, -0.0137], [1.9067, 0.0010, -0.8377], [0.7492, 0.6196, -1.6375], [-0.4538, 0.9951, -0.7208], [-0.1328, 2.3048, 0.0442], [-0.3407, 2.3218, 1.5840], [-1.6999, 1.8848, 2.2102], [-1.3690, 1.5675, 3.7054], [-0.4993, 0.3014, 3.8786], [-1.3559, -0.9040, 4.3504], [-2.5254, -1.2758, 3.3783], [-2.9309, -2.7602, 3.6179], [-4.7762, -3.3097, 3.7040], [-4.1730, -4.6617, 4.9431], [-2.9633, -5.5798, 4.5829], [-1.8260, -5.5168, 5.6477], [-0.6256, -6.8548, 5.2448], [-4.6718, -4.6420, 2.3122], [-5.7248, -4.7519, 1.2015], [-5.2240, -5.9527, 0.3008], [-4.2478, -5.3882, -0.7013], [-4.5719, -4.7276, -1.5677], [-2.9225, -5.6054, -0.5825], [-5.3177, -1.7924, 2.1214], [-7.0412, -1.7230, 1.5106], [-4.2351, -1.8101, 0.6149], [-6.9151, -4.0395, 4.0063], [-8.1856, -2.9866, 4.2202], [-7.2571, -5.6868, 3.8957], [-5.1405, -2.0526, 5.2293], [-4.0142, -1.7506, 5.9491], [-5.8253, -2.7432, 6.1865], [-5.8439, -0.6709, 5.1458], [-4.9639, 0.3386, 5.1480], [-6.4108, -0.4676, 6.3823], [-6.7965, -0.3280, 4.3500], [0.6674, -1.7560, -0.5695], [1.0238, -0.8840, 0.9225], [2.2932, -1.9060, 0.1623], [2.6781, -0.3444, -1.5257], [2.3608, 0.7249, -0.1601], [1.1045, 1.5154, -2.1342], [0.4381, -0.0799, -2.4207], [-1.3033, 1.1792, -1.3834], [-0.7313, 0.1466, -0.0981], [0.9083, 2.5538, -0.1649], [-0.7341, 3.0962, -0.3917], [-0.2462, 3.3768, 1.8709], [0.5059, 1.8039, 2.0355], [-2.2118, 1.0736, 1.7048], [-2.3607, 2.7569, 2.2252], [-0.9218, 2.4736, 4.1769], [-2.3329, 1.3885, 4.1971], [-0.0682, 0.0495, 2.9058], [0.3276, 0.4781, 4.5664], [-0.6936, -1.7773, 4.4070], [-1.7681, -0.7049, 5.3399], [-2.0788, -1.1487, 2.3871], [-3.2548, -0.4855, 3.5015], [-2.3383, -3.3120, 2.8808], [-2.3904, -2.9931, 4.5385], [-4.9705, -5.3345, 5.2741], [-3.8357, -4.2452, 5.9046], [-2.4739, -5.4369, 3.6241], [-3.2897, -6.6198, 4.6069], [-1.2865, -4.5825, 5.5040], [-2.2115, -5.6044, 6.6568], [0.0701, -6.3879, 4.1804], [-3.6905, -4.7202, 1.8159], [-4.7953, -5.6412, 2.7558], [-5.8168, -3.9740, 0.4468], [-6.7263, -5.0749, 1.4633], [-4.7190, -6.7100, 0.8923], [-6.0411, -6.3589, -0.2919], [-2.6852, -5.6224, 0.3472], [-7.0078, -1.4944, 0.4332], [-7.6855, -0.9459, 1.9231], [-7.6398, -2.6454, 1.5579], [-3.9127, -0.7968, 0.3983], [-3.3338, -2.4006, 0.7979], [-4.7066, -2.1970, -0.2931], [-8.9541, -3.0787, 3.6618], [-8.0613, -5.9161, 3.4345], [0.5295, 4.0023, 5.8444], [-0.0674, 4.9778, 5.5314], [0.3946, 5.9007, 4.6477], [-0.5197, 7.0069, 4.5772], [-1.8519, 6.4572, 5.0618], [-1.4149, 5.4059, 6.0766], [-0.1437, 7.8101, 5.2170], [-0.5717, 7.3690, 3.5529], [-2.5097, 7.2217, 5.4725], [-2.3749, 5.9734, 4.2358], [-1.2750, 5.8308, 7.0718], [-2.1043, 4.5676, 6.1129], [4.8264, -1.4445, -0.6018], [4.8535, -2.2505, -1.4815], [4.2751, -3.4705, -1.4403], [4.6356, -4.2122, -2.6377], [5.0294, -3.1595, -3.6673], [5.6041, -2.0713, -2.7839], [5.4666, -4.8779, -2.3866], [3.7909, -4.8127, -2.9665], [5.7193, -3.5297, -4.4230], [4.1490, -2.7849, -4.1799], [6.6670, -2.2306, -2.5896], [5.4349, -1.0812, -3.1977], [2.9133, -3.4940, -5.9103], [2.2575, -2.7177, -6.5292], [2.6839, -1.4619, -6.8201], [1.6314, -0.7338, -7.4783], [0.7224, -1.7976, -8.0676], [0.8657, -2.9329, -7.0592], [1.1219, -0.1145, -6.7369], [2.0591, -0.0871, -8.2421], [-0.3024, -1.4585, -8.2085], [1.1067, -2.1174, -9.0396], [0.1594, -2.8404, -6.2378], [0.7760, -3.9078, -7.5297], [0.1814, 3.4103, -2.5152], [0.8559, 3.8561, -3.3835], [1.9089, 3.1903, -3.9252], [2.5851, 4.0383, -4.8708], [1.5573, 5.0766, -5.2835], [0.7250, 5.2262, -4.0168], [3.4513, 4.4862, -4.3789], [2.9287, 3.4402, -5.7130], [2.0002, 6.0042, -5.6311], [0.9315, 4.6801, -6.0872], [1.1447, 5.9694, -3.3415], [-0.3138, 5.4544, -4.2377], [2.9035, 0.4356, 4.7099], [3.6571, -0.1097, 3.9727], [3.6840, 0.1031, 2.6391], [4.6350, -0.7906, 2.0151], [5.5909, -1.1862, 3.1293], [4.6841, -1.1603, 4.3552], [4.0974, -1.6424, 1.6097], [5.1382, -0.2801, 1.2088], [6.0762, -2.1460, 2.9580], [6.3717, -0.4295, 3.2356], [4.1751, -2.1131, 4.5077], [5.2221, -0.8683, 5.2526], [-4.3691, -8.0987, 2.8747], [-4.2022, -9.1682, 3.3487], [-3.5493, -10.1775, 2.7148], [-3.6119, -11.3720, 3.5113], [-3.8713, -10.8933, 4.9309], [-4.7031, -9.6363, 4.6983], [-4.4204, -12.0019, 3.1304], [-2.6733, -11.9150, 3.4246], [-4.3622, -11.6392, 5.5541], [-2.9281, -10.6248, 5.4091], [-5.7685, -9.8580, 4.6222], [-4.5250, -8.8839, 5.4612], [3.0519, 7.2632, -3.9120], [3.7006, 7.9957, -4.5896], [3.2403, 8.5542, -5.7258], [4.3037, 9.2984, -6.3754], [5.2938, 9.6114, -5.2639], [5.1417, 8.4009, -4.3497], [4.7220, 8.6863, -7.1469], [3.8937, 10.2011, -6.8269], [6.3040, 9.7678, -5.6227], [4.9829, 10.5134, -4.7310], [5.7955, 7.5798, -4.6480], [5.3028, 8.6561, -3.3064], [6.4920, 9.0107, -7.8175], [7.1132, 9.7454, -8.5182], [6.6154, 10.2844, -9.6514], [7.6419, 11.0361, -10.3276], [8.6575, 11.3795, -9.2509], [8.5516, 10.1772, -8.3188], [8.0661, 10.4115, -11.1166], [7.2045, 11.9227, -10.7794], [9.6585, 11.5496, -9.6416], [8.3466, 12.2817, -8.7222], [9.2101, 9.3630, -8.6241], [8.7370, 10.4483, -7.2833]],
  "atomic_forces_ev_per_a": [[-0.1, 1.0, -0.5], [-0.5, -0.9, 0.0], [0.0, -0.3, 0.9], [0.6, 0.5, -0.9], [-0.7, -0.5, 0.7], [-0.3, 0.4, -0.9], [1.6, 0.7, 0.8], [-0.6, 0.0, -0.4], [-0.9, -0.1, 0.2], [0.3, 0.1, -0.8], [1.7, 0.3, 0.6], [0.5, 1.4, -0.2], [2.4, -1.6, -1.7], [0.4, -0.6, 1.3], [0.1, -0.2, 0.9], [0.0, 0.3, -2.2], [0.3, -0.5, 0.7], [-0.8, -1.0, -0.1], [0.6, -1.5, -1.6], [0.7, 0.4, 0.1], [1.0, -2.8, 4.2], [-2.5, 3.8, -5.8], [1.2, -0.4, 0.6], [-0.2, 2.5, 0.6], [-0.9, -0.5, -1.2], [-0.1, -0.6, -0.1], [-0.3, -0.1, 0.3], [-0.6, -0.3, 1.0], [-0.4, -0.1, 0.6], [-0.2, -0.6, 0.6], [0.9, 0.3, -0.6], [-0.6, -0.1, 0.0], [0.1, 1.8, 3.1], [1.2, 0.2, -1.2], [-0.4, -0.5, 0.7], [-1.1, -0.7, -2.1], [0.1, -0.2, 0.1], [0.0, -0.3, 0.2], [0.0, -0.1, 0.2], [0.1, 0.3, -0.1], [0.1, 0.1, 0.0], [-0.1, -0.1, 0.0], [-0.1, -0.1, 0.1], [-0.1, 0.0, 0.1], [0.0, 0.1, 0.3], [0.0, 0.2, 0.1], [0.0, 0.1, 0.0], [0.3, -0.1, 0.1], [-0.2, -0.2, 0.2], [0.1, -0.3, 0.0], [-0.2, -0.1, -0.3], [-0.1, -0.6, -0.4], [0.1, 0.1, 0.2], [0.1, -0.1, 0.0], [0.0, 0.0, 0.0], [0.0, 0.1, 0.2], [0.0, -0.1, 0.1], [-0.4, -0.1, -0.2], [-0.6, -0.3, -0.1], [-0.5, -0.2, -0.2], [-0.7, -0.2, 0.2], [-0.2, 0.2, -0.4], [-0.4, 0.6, -0.2], [-0.2, 0.2, -0.2], [-0.2, 0.0, -0.3], [0.0, 0.1, 0.5], [0.3, -0.3, 0.2], [-0.5, 0.3, 0.3], [0.0, 0.5, 0.2], [0.3, 0.3, 0.4], [-0.1, 0.6, 0.5], [0.0, 0.4, 0.7], [-0.4, -0.3, 0.2], [-0.1, -0.2, 0.1], [0.1, -0.5, 0.3], [0.2, 0.0, 0.1], [0.4, 0.1, 0.4], [0.4, -0.1, 0.2], [0.1, 0.2, 0.1], [-0.1, 0.0, 0.0], [-0.1, -0.2, 0.1], [0.0, 0.1, -0.8], [-0.2, 0.0, -0.7], [0.6, -0.4, -0.1], [-0.4, 0.1, 0.5], [0.0, 0.1, -0.1], [-0.1, 0.1, -0.1], [-0.2, 0.0, 0.1], [-0.3, 0.3, -0.6], [0.0, 0.0, 0.0], [0.2, -0.1, 0.0], [0.1, 0.1, 0.0], [0.0, 0.0, 0.0], [0.0, -0.1, 0.0], [0.2, -0.1, 0.2], [-0.3, -0.4, 0.1], [0.7, 0.2, -0.6], [0.0, 0.0, -0.2], [0.0, 0.0, -0.2], [0.0, 0.0, 0.1], [-0.2, -0.2, -0.4], [0.0, 0.1, 0.1], [-0.1, 0.1, 0.2], [0.0, -0.1, 0.0], [0.0, -0.1, 0.0], [0.0, 0.2, 0.1], [0.2, 0.1, 0.2], [0.5, -0.3, 0.1], [-0.3, 0.2, 0.1], [0.0, -0.1, -0.1], [-0.1, 0.2, -0.1], [-0.2, -0.1, -0.1], [-0.1, 0.3, -0.7], [0.0, 0.0, 0.0], [0.2, 0.0, 0.1], [0.0, 0.1, 0.0], [0.0, 0.0, 0.0], [-0.1, -0.1, 0.1], [0.0, -0.1, 0.3], [-0.4, -0.1, 0.0], [0.0, 0.8, -0.1], [0.1, -0.1, -0.2], [0.1, 0.1, -0.1], [-0.2, 0.2, -0.2], [0.2, -0.2, -0.6], [-0.1, 0.0, 0.0], [0.0, -0.2, 0.1], [0.0, 0.0, 0.0], [0.0, -0.1, 0.0], [0.0, 0.0, 0.0], [-0.1, 0.0, 0.3], [-0.5, 0.6, 0.3], [0.2, -0.5, 0.0], [0.2, 0.0, 0.0], [0.1, 0.1, 0.4], [0.1, -0.1, 0.2], [0.5, 0.1, -0.4], [-0.1, 0.0, 0.0], [-0.2, 0.2, -0.1], [0.0, 0.0, -0.1], [0.0, 0.0, 0.0], [0.0, 0.0, 0.1], [-0.3, -0.1, 0.2], [0.1, 0.7, -0.7], [-0.4, -0.4, 0.6], [0.1, -0.2, 0.0], [0.0, -0.1, 0.1], [-0.1, 0.0, 0.2], [0.5, -0.5, 0.2], [0.0, 0.0, 0.0], [0.0, 0.1, -0.2], [0.0, -0.1, -0.1], [0.0, 0.0, 0.0], [0.0, 0.1, 0.0], [-0.2, 0.2, -0.1], [-0.5, -0.3, 0.4], [0.7, 0.1, -0.1], [0.0, 0.2, 0.1], [-0.4, 0.3, 0.4], [0.0, 0.0, 0.2], [0.0, 0.6, -0.2], [-0.1, -0.3, -0.1], [-0.2, -0.1, 0.0], [0.0, -0.1, -0.1], [0.0, 0.0, 0.0], [0.0, 0.0, 0.1], [0.0, -0.3, 0.1], [0.2, -0.3, -0.3], [0.7, 0.0, -0.2], [0.0, 0.1, 0.0], [0.1, 0.2, -0.1], [0.2, 0.0, 0.1], [-0.1, 0.6, -0.2], [0.0, 0.0, 0.0], [-0.2, -0.1, 0.0], [0.0, 0.0, -0.1], [0.0, 0.0, 0.0], [0.0, -0.1, 0.1], [0.0, -0.3, 0.1]]
}